[1]
{"formula": "C2H11N2O2", "method": "the ωB97M-V functional and the def2-TZVPD basis", "fmax_ev_per_a": 4.1, "s2": 0.75, "multiplicity": 2, "orbital_gap_ev": [3.99, 8.29], "total_energy_ev": -9324.5023, "total_charge": 0, "species": ["H", "H", "C", "H", "N", "H", "H", "N", "C", "H", "H", "H", "O", "H", "O", "H", "H"], "coordinates": [[-0.389284, -0.988031, -2.421469], [1.882245, -0.172716, -2.606023], [0.009563, -0.178460, -1.777052], [1.107402, 0.768215, 4.005453], [-0.943966, 0.369278, -0.934862], [1.700038, 0.676576, -1.061773], [-0.130531, -0.053426, 3.918560], [1.310117, 0.199767, -1.857016], [-2.275340, -0.093137, -0.824921], [1.929801, -1.309694, 0.983205], [-2.569071, 0.179307, 0.232602], [-2.472059, -1.142864, -1.109897], [1.873464, -0.437945, 0.555353], [2.112650, -0.058749, 1.432911], [0.368400, 0.585461, 3.383839], [-2.966339, 0.503322, -1.491553], [-0.547084, 1.153103, -0.427353]], "forces_ev_per_a": [[0.66, 0.63, 0.42], [-0.23, 0.40, 0.64], [-2.47, -2.75, -1.69], [-0.53, 0.15, -0.72], [2.51, 0.63, -0.06], [0.46, -0.53, -0.44], [-0.15, 0.15, -0.48], [0.56, 1.24, -0.60], [-1.45, 1.82, 0.58], [-0.45, -0.70, -1.32], [-0.22, -0.89, -1.06], [0.68, 0.28, 0.56], [0.96, -0.56, 3.08], [-0.36, 1.13, -0.87], [0.76, -0.29, 1.22], [0.35, -0.49, 0.42], [-1.07, -0.24, 0.30]]}

---

[2]
{"formula": "C2H7PS2", "method": "the ωB97M-V functional and the def2-TZVPD basis", "fmax_ev_per_a": 3.2, "smiles": "CCSPS", "orbital_gap_ev": 9.62, "total_energy_ev": -33146.7138, "total_charge": 0, "species": ["H", "H", "H", "H", "C", "H", "S", "H", "S", "P", "H", "C"], "coordinates": [[-0.436617, -0.400643, -1.793787], [2.023813, 0.884118, -0.494089], [-2.339673, 0.765112, 1.638718], [-0.088376, 1.333615, -1.825204], [1.171876, 0.204980, -0.497288], [-0.648796, -0.960532, 3.332290], [0.227401, 0.717143, 0.989660], [1.525493, -0.813643, -0.344658], [-1.285561, -1.799334, 2.512959], [-1.509656, -0.472062, 0.881008], [1.000954, 0.198119, -2.633201], [0.359142, 0.343126, -1.766409]], "forces_ev_per_a": [[-0.01, 0.04, -0.08], [0.06, -0.07, 0.00], [1.32, -2.33, -1.32], [-0.02, 0.03, -0.05], [-0.32, -0.03, 0.35], [0.04, 0.11, 0.14], [0.13, 0.04, -0.17], [0.11, 0.03, -0.07], [-0.08, -0.24, -0.10], [-1.31, 2.49, 1.47], [0.00, -0.06, -0.13], [0.09, -0.03, -0.04]]}

---

[3]
{"formula": "C38H47AlBF7KLi2N2NaO17P", "method": "the ωB97M-V functional and the def2-TZVPD basis", "fmax_ev_per_a": 9.1, "orbital_gap_ev": 1.28, "total_energy_ev": -134639.3041, "total_charge": 1, "species": ["H", "F", "O", "C", "H", "C", "Li", "H", "C", "H", "C", "O", "C", "O", "H", "C", "F", "H", "C", "H", "C", "N", "F", "C", "O", "H", "N", "C", "C", "H", "C", "H", "Na", "O", "H", "C", "H", "C", "O", "Li", "O", "H", "H", "H", "H", "H", "H", "C", "H", "H", "H", "C", "C", "H", "H", "H", "O", "F", "C", "H", "H", "H", "O", "C", "H", "C", "C", "O", "C", "C", "O", "H", "C", "H", "H", "F", "C", "O", "H", "B", "C", "C", "P", "H", "O", "C", "O", "F", "Al", "C", "H", "C", "H", "H", "H", "C", "H", "H", "H", "C", "K", "H", "C", "H", "O", "H", "C", "H", "C", "C", "C", "H", "F", "C", "H", "O", "H", "O"], "coordinates": [[-0.786525, -4.263880, 0.628416], [-3.099677, 6.879286, 2.299808], [-4.250499, 0.226169, 3.906258], [-1.162260, 1.407567, -3.497522], [-3.933299, -0.711128, 3.653185], [2.241042, -3.840417, -7.550490], [-6.282881, 0.968455, 4.084492], [-2.497182, -2.025415, -0.541337], [-0.181029, 3.848358, 5.618766], [3.473710, -2.117693, 1.166836], [2.278848, 1.686842, -0.787680], [3.190773, -2.461091, -5.929505], [0.683827, -2.575887, 0.926753], [-4.084825, -4.214263, -3.996499], [-3.092955, -3.720368, -2.091026], [1.918213, 0.065507, -1.001705], [-2.507823, 4.327210, 4.049402], [-1.183944, -0.953539, 3.118821], [-2.630468, 3.557966, -2.187523], [6.376162, -0.963768, -1.059933], [1.227127, 1.631387, 4.322350], [2.169899, -0.770369, 0.233055], [-2.402078, 6.955302, 0.253848], [2.411821, -2.521186, -6.885910], [-0.080715, -4.130567, 3.119462], [-0.388793, 1.036753, -4.323766], [-5.061834, -4.836925, -3.548455], [0.900120, -1.626757, -8.523866], [-1.512407, 3.011290, -3.304728], [-2.476368, -4.864292, -0.678623], [-1.936827, 1.267889, 2.976501], [4.438653, -2.713191, -1.857082], [-3.670563, -1.487612, 0.765010], [1.184642, 4.911631, 9.486986], [1.566584, 2.214114, -0.023557], [-0.223843, 2.998918, 7.020538], [-1.647522, 2.192029, 2.304919], [-1.527960, -2.678456, -0.785428], [3.713908, 1.939995, -0.585669], [4.552828, 3.971263, 1.142594], [2.061705, -4.628496, -0.170784], [-1.596378, 1.379165, 4.092894], [0.307159, -0.843786, -8.982390], [2.585520, -0.243250, -1.942523], [1.555266, -3.008054, -1.328358], [1.593876, -0.235740, 5.915581], [0.371330, 0.927029, 8.151926], [1.013657, -0.963502, 1.244494], [0.818778, 0.061039, -1.400645], [-2.586579, -1.842009, -3.073689], [2.665432, -1.186755, 2.956947], [-1.930918, 0.271735, -2.539927], [-0.832373, -3.067440, 0.615503], [2.945428, -0.196852, 0.687604], [-0.714003, 3.501307, 7.966269], [-0.307709, -3.412435, 3.794657], [0.145675, -2.950530, -10.286245], [-4.354685, 4.858275, 0.893891], [2.141067, 4.151990, 9.494751], [0.927340, -0.912696, 3.632016], [-3.558243, 0.035314, -0.770946], [3.746867, 2.789633, -0.028744], [2.309244, 3.226278, 10.296879], [1.995974, 0.977526, 2.988526], [-0.027272, 1.185484, 1.109806], [1.116079, 0.847824, 5.783294], [0.407683, 1.488516, 7.124013], [3.088705, 4.191493, 8.701646], [0.547446, 3.159682, 4.306427], [0.804902, -2.924978, -9.242092], [2.381491, -3.875509, 2.732177], [-2.915951, 4.696238, -2.062275], [4.300804, -2.114877, -0.860349], [3.154957, 1.065011, 3.267639], [-1.348043, -4.511562, -2.241485], [-2.671737, 5.051645, 2.238622], [-3.607816, 1.235774, 3.028471], [-5.072314, -5.206128, -2.362542], [-4.155995, 2.725410, -0.428442], [1.011592, -3.557384, 2.253925], [2.960005, -2.091177, 0.088520], [5.442667, -1.224018, -0.404344], [-3.232392, 5.924052, 1.075849], [0.627604, 3.730072, 3.260896], [-6.028361, -5.090356, -4.286423], [-0.294541, 0.022007, 1.128605], [1.694704, -0.226643, -6.809375], [-4.511362, 6.716362, 0.668710], [1.917826, -2.795196, -11.488132], [-3.004756, 0.838936, -1.438029], [-1.619821, -2.816866, 1.478655], [-1.580295, -1.306044, -2.812453], [1.029877, 3.146236, -2.101503], [2.832799, 3.032706, -2.642329], [-0.842600, -0.139443, 0.079168], [-3.357316, 2.433618, -1.238054], [-0.957015, 3.798551, -3.989462], [-2.410721, -0.584407, 1.743842], [5.382336, -0.773244, 0.698061], [-1.430691, -0.169057, 2.285911], [3.280474, 0.700438, -3.210537], [-0.932352, -1.331629, -3.814825], [1.517131, -4.134506, -8.644143], [-0.636312, 4.918179, 5.481019], [1.373866, -5.261667, -9.209964], [2.481543, -3.295729, 3.567848], [1.913048, 2.379233, -2.266819], [2.751499, -4.764721, -0.900752], [1.756807, -3.186992, -0.189070], [-2.140663, -4.074764, -1.473992], [1.649534, -0.599765, 2.735052], [1.599564, 1.575970, -3.065726], [-2.355626, 5.084130, 0.099122], [1.613914, -1.335589, -7.422073], [2.792683, -4.634857, -7.060299], [-4.398284, 2.043107, 2.317131], [1.853868, 1.685298, 2.068276], [-0.762481, -1.957734, -1.782581]], "forces_ev_per_a": [[0.00, 2.73, -0.03], [-1.18, 5.10, 2.08], [0.72, -0.45, -1.93], [-2.75, 1.12, 3.04], [-0.37, 2.24, 0.95], [1.76, 1.54, 2.90], [0.66, 0.40, -0.24], [2.28, -1.08, -1.06], [1.80, -4.02, -0.18], [-1.52, -0.66, -2.18], [-1.79, 0.05, -2.30], [-0.27, 0.92, 0.34], [-0.51, -2.35, 0.68], [0.91, 0.75, -0.08], [1.97, -1.42, 1.01], [-0.28, 1.80, -1.92], [0.69, -1.92, 3.03], [-0.27, 1.50, -1.64], [0.92, -4.61, -0.45], [-1.92, -0.92, 1.43], [-2.32, 2.22, 3.67], [2.17, 2.34, -0.52], [1.82, 5.30, -0.90], [0.31, -2.69, -0.59], [1.86, 3.19, -0.78], [-1.96, 0.89, 1.80], [-1.31, -0.37, -0.92], [-1.88, -1.79, -3.81], [-1.81, -2.36, 2.12], [0.68, 1.53, -1.50], [-1.38, -0.31, 0.04], [-0.73, 1.26, 1.96], [-1.22, -0.47, -0.35], [-0.39, 0.28, -0.01], [1.64, -1.22, -1.18], [1.59, -1.46, -3.07], [-0.86, -1.66, 1.64], [-1.92, -1.71, -0.55], [-1.16, 0.60, 1.68], [0.42, 0.70, 0.72], [0.83, 2.41, -0.14], [-0.45, -0.02, -2.30], [-0.04, 0.06, 0.00], [-2.70, -1.40, 5.05], [-0.58, 0.23, 2.15], [-1.08, 2.56, -0.38], [0.18, 1.09, -2.38], [-0.89, -0.76, 1.50], [1.77, -0.32, 1.08], [1.94, 0.57, 0.75], [-2.25, 1.05, -0.78], [-0.06, 4.05, 0.23], [-0.24, -0.57, -0.45], [-1.43, -0.57, -0.28], [1.11, -1.18, -2.18], [0.29, -1.61, -1.15], [0.43, -0.56, -3.01], [-1.94, -6.03, 0.31], [-0.72, 0.61, 0.01], [1.35, 0.58, -2.21], [0.95, 1.94, -1.65], [-0.46, -1.92, -1.56], [0.10, -1.00, 0.84], [0.74, 0.97, 1.67], [-0.30, -2.67, 0.24], [-0.98, 2.25, -0.01], [0.09, 2.90, -4.05], [0.98, 0.08, -0.91], [0.44, -2.20, 2.17], [0.64, 3.16, 4.29], [-2.56, 2.75, 0.24], [0.81, -2.70, -0.27], [3.01, 3.85, 1.29], [-2.37, -0.35, -0.69], [-1.65, 0.90, 1.80], [2.10, -3.99, -1.55], [-2.02, 4.58, -4.13], [0.19, -0.02, 1.11], [1.87, -0.34, -1.74], [0.63, -1.12, 2.67], [2.06, -2.31, 1.18], [-3.59, -2.41, -0.74], [-0.27, 1.34, 1.90], [-0.51, -1.14, 2.64], [0.36, 0.10, 0.27], [-0.64, 0.67, -1.72], [-0.24, -1.04, -0.51], [-2.16, 4.78, -1.80], [-1.16, -0.34, 0.48], [1.91, 2.36, -2.17], [2.05, -0.47, -1.57], [-0.60, 1.27, -1.96], [1.68, -1.80, -0.52], [-1.89, -1.44, 0.77], [1.29, 0.23, 2.19], [2.55, -1.42, -2.80], [-1.37, -1.82, 1.53], [2.63, 1.09, 1.39], [0.14, -0.87, -2.65], [-1.05, 0.05, 0.25], [4.70, -1.05, -4.68], [-1.40, 0.03, 2.29], [-1.53, -1.62, -2.47], [0.75, -2.45, 0.28], [0.32, 1.62, 0.31], [-0.11, -1.80, -1.54], [-1.64, 1.95, 0.88], [-1.50, 0.12, 1.46], [1.11, 1.80, -1.58], [-0.44, 1.32, -0.52], [0.70, -0.56, 0.97], [-1.12, 2.99, 2.01], [1.59, -5.68, -2.92], [1.84, 1.23, 3.09], [-0.01, -0.01, -0.08], [4.51, -5.99, 5.22], [-0.07, -1.34, 1.67], [-1.02, 0.36, 0.90]]}